# C60H153N11O19

A cluster of 11 separate species, C60H153N11O19 in total (ωB97M-V/def2-TZVPD, the OMol25 dataset).

Output
* SMILES: COC[C@H](C)N.COC[C@H](C)N.COC[C@H](C)N.COCCNCCOC.COCCNCCOC.COCCNCCOC.COCCNCCOC.COCCNCCOC.COCCNCCOC.COCCNCCOC.COCCNCCOC
* Kohn-Sham gap: 8.730 eV
* max |F|: 3.58 eV/Å

```
243
Properties=species:S:1:pos:R:3:mulliken_charge:R:1
O -8.206 2.589 -0.608 -0.25
O -5.010 1.939 1.184 0.55
O -3.939 -4.254 0.626 -0.36
O 3.940 1.357 -4.782 -0.43
O 4.100 1.607 2.632 0.42
O -4.766 0.574 5.648 -0.20
O 0.192 0.932 3.862 0.32
O -0.506 -1.966 0.666 0.33
O 8.116 -2.508 5.376 -0.35
O 1.421 -2.268 -6.811 -0.21
O -2.267 0.082 -3.175 -0.51
O -4.365 4.720 -3.772 -0.14
O -2.871 -8.366 -4.251 -0.17
O 1.413 -1.354 6.471 -0.36
O 6.903 6.822 -6.139 -0.32
O -2.242 -4.184 -3.740 0.13
O 6.322 1.003 6.465 -0.24
O 3.908 -3.084 2.045 -0.43
O -1.276 6.491 1.243 -0.45
N -5.355 -0.994 0.231 0.59
N 6.267 4.072 -5.793 -0.17
N 0.325 -1.307 -2.313 0.69
N 2.061 4.024 0.953 -0.61
N 4.068 -0.763 5.455 0.82
N -3.035 -6.969 -1.506 -0.08
N -6.466 2.578 -3.057 -0.37
N 0.692 -4.151 -4.713 -0.41
N -0.419 5.204 -0.950 -0.60
N -2.582 1.722 3.640 -0.20
N 6.247 -1.734 3.293 0.23
C -6.609 1.519 -2.104 0.67
C 7.075 2.163 6.666 -0.86
C -4.853 3.714 -4.622 -1.08
C 1.920 -2.027 5.361 0.35
C -0.910 6.549 2.581 -0.51
C -3.190 -8.970 -3.018 -0.67
C -9.454 2.409 0.059 -0.97
C -0.007 0.125 -2.215 1.30
C 4.180 -1.693 1.859 1.03
C -0.960 0.650 -3.300 -0.55
C -1.903 5.189 -0.634 0.42
C 1.941 -1.249 -7.620 -0.80
C 5.767 6.465 -5.304 -0.66
C -8.009 1.461 -1.465 -1.19
C -2.426 0.935 4.910 0.42
C 1.040 -4.564 -6.066 0.63
C -4.181 -2.974 1.120 0.80
C 2.601 2.683 1.140 3.36
C 5.007 0.987 7.024 -0.76
C 5.128 1.696 3.567 -0.83
C -0.345 1.521 2.722 0.22
C 8.309 -2.797 6.711 -0.69
C 3.259 2.156 -0.108 -1.24
C 4.089 -3.761 0.786 -0.36
C -5.333 -2.407 0.249 -1.07
C -5.261 -0.440 1.517 -0.03
C 2.621 1.239 -4.276 -0.59
C -3.466 1.174 5.985 -1.11
C 1.062 -1.929 -1.275 -1.88
C -5.085 5.910 -3.963 -0.87
C 1.282 1.648 4.543 -0.32
C 3.409 -2.088 5.451 -1.12
C -2.265 -5.875 -2.006 -0.04
C -2.559 3.963 -1.190 0.20
C 2.071 -3.576 -6.660 -1.07
C 6.175 5.111 -4.775 -0.72
C 5.893 2.802 -5.324 -0.70
C -5.665 0.358 6.724 -0.81
C 3.652 2.884 2.193 -1.68
C -2.976 -3.165 -4.389 -0.71
C 5.693 -1.355 2.025 -2.21
C -0.135 -4.856 -7.048 -1.07
C -5.569 3.166 1.393 -0.42
C -1.796 1.118 2.615 0.96
C -2.592 -8.306 -1.797 -0.87
C -2.916 0.012 -1.889 -0.23
C 0.831 -1.680 0.247 0.75
C -2.006 5.298 0.860 0.79
C 6.932 -2.992 3.395 -0.71
C 4.353 2.721 -5.144 -0.31
C -5.981 0.940 1.564 -0.93
C -5.147 2.449 -3.743 0.90
C 0.008 -1.342 6.465 -0.98
C -3.084 -5.129 -3.075 -0.49
C -0.613 -2.186 2.086 -0.44
C 7.100 -3.320 4.872 -0.18
C -3.024 -4.982 1.413 -0.82
C -3.665 -8.746 -5.334 -0.89
C 4.355 -0.382 6.884 -0.52
C 6.599 7.943 -6.987 -0.73
H 6.108 -3.132 5.364 0.08
H 1.394 -2.985 5.194 0.49
H 8.457 -3.857 6.752 0.37
H 6.982 2.532 7.676 0.36
H -0.413 7.473 2.881 0.27
H 1.639 -5.552 -6.017 0.12
H -2.365 6.012 -1.168 0.30
H 8.948 -2.071 7.178 0.28
H 2.135 -1.701 -1.359 0.31
H -3.578 1.760 3.454 0.24
H 0.974 -2.984 -1.455 0.55
H -4.237 -0.353 1.950 -0.41
H -2.559 -0.874 -1.312 0.63
H 0.869 2.624 4.725 0.57
H -5.800 3.362 2.405 0.51
H -0.224 -1.393 2.720 -0.47
H -3.959 -0.246 -2.144 -0.02
H 5.499 0.755 3.927 -0.47
H -5.763 -1.031 2.256 0.71
H 8.125 1.905 6.554 0.25
H 4.962 -1.004 5.025 -0.60
H 2.480 -3.937 -7.554 0.59
H 1.199 -0.668 0.607 -0.61
H -1.691 -2.215 2.356 0.13
H 3.947 3.473 -4.420 0.24
H -6.598 -0.074 6.338 0.23
H 2.547 2.034 -0.964 0.10
H -0.548 -3.878 -7.369 0.27
H -3.665 4.032 -1.197 0.05
H 5.116 1.231 8.067 0.68
H -1.470 1.265 5.364 -0.03
H 6.161 -1.977 1.222 0.33
H 3.326 3.541 3.039 0.27
H 6.218 2.118 -6.082 0.42
H -0.334 5.519 -1.906 0.26
H -2.014 -4.857 1.021 0.32
H -0.498 -2.294 6.637 0.46
H -9.466 3.107 0.853 0.28
H -0.264 -4.366 -4.509 0.15
H -4.425 -3.085 2.222 0.39
H -0.205 -3.131 2.433 0.41
H -6.827 1.055 0.948 -0.22
H -0.496 -0.945 5.555 0.35
H 2.451 1.955 -3.478 0.25
H 0.878 -3.205 -4.391 0.18
H -3.691 -9.798 -5.397 0.40
H -0.146 5.999 -0.339 0.31
H 3.401 -0.232 7.412 0.15
H -10.291 2.713 -0.625 0.26
H -4.727 6.688 -3.292 0.19
H 4.803 -1.260 7.350 0.40
H 7.325 -2.653 7.262 0.19
H 6.225 -3.675 2.899 0.22
H 6.881 2.982 5.967 0.27
H -1.787 6.355 3.230 0.32
H 7.465 8.108 -7.523 0.27
H 1.404 1.073 5.465 0.20
H -8.816 1.353 -2.179 0.49
H -4.049 3.551 -5.351 0.35
H -0.621 0.407 -4.319 0.41
H 1.397 4.083 0.201 0.20
H 5.424 4.792 -4.165 0.54
H 3.979 2.914 -0.422 0.65
H -2.236 -2.528 -4.804 0.17
H -4.868 6.284 -4.918 0.34
H -1.997 -5.270 -1.160 -0.26
H -4.247 -9.006 -2.904 0.42
H -3.607 2.250 6.120 0.39
H -2.790 -10.061 -3.039 0.32
H -3.267 -6.047 1.285 0.26
H -3.355 -2.290 0.972 -0.51
H 0.967 0.714 -2.372 -1.10
H 2.179 1.684 3.935 -0.53
H 6.227 8.806 -6.392 0.27
H -6.120 5.650 -3.806 0.37
H -5.143 1.537 -4.392 0.23
H -3.130 0.709 6.905 0.49
H 3.973 -4.813 0.937 0.32
H -0.256 0.527 -1.188 -0.22
H -1.511 -8.285 -1.864 0.40
H 3.662 -2.685 6.347 0.60
H 7.974 -3.017 2.952 0.27
H -3.650 -2.652 -3.687 0.08
H -3.521 -5.796 -3.806 0.26
H 3.918 3.037 -6.142 0.19
H -5.795 3.962 -5.137 0.49
H -4.358 2.287 -3.019 -0.52
H 3.749 1.150 0.095 -0.10
H 4.537 3.381 1.713 0.49
H 0.144 -5.571 -7.918 0.35
H -0.551 -1.757 -2.385 -0.04
H -6.263 -2.738 0.661 0.34
H -9.580 1.432 0.439 0.42
H 3.248 -3.512 0.108 0.02
H -3.291 -8.297 -6.316 0.19
H 0.120 1.148 1.772 -1.33
H -1.565 4.456 1.388 -0.69
H 2.807 -3.541 -5.823 0.33
H 3.923 -1.345 0.882 0.46
H -1.048 -5.364 -6.554 0.15
H -4.767 -0.593 -0.470 -0.61
H 5.744 7.680 -7.639 0.31
H -5.238 -0.269 7.536 0.30
H -2.840 -8.970 -0.934 0.42
H 2.406 -1.600 -8.521 0.33
H 2.757 -0.699 -7.074 0.22
H -3.306 -6.883 -0.570 0.21
H -6.461 3.340 0.684 -0.13
H -1.972 -0.087 2.557 -1.52
H 5.974 2.250 3.153 0.50
H -5.913 1.606 -1.267 -0.48
H 4.811 2.268 4.443 0.32
H -2.089 3.671 -2.188 0.08
H -4.680 -8.439 -5.168 0.36
H -0.413 2.599 2.770 1.04
H 5.588 7.200 -4.510 0.39
H 7.098 5.246 -4.237 0.29
H 1.139 -0.521 -7.652 0.25
H 2.559 0.241 -3.886 0.30
H -3.093 -4.732 2.504 0.36
H 6.796 -0.978 3.688 0.31
H 1.644 4.263 1.869 0.16
H -1.017 1.765 -3.263 0.00
H 1.718 -1.375 4.487 -0.53
H 4.323 1.731 6.574 0.15
H -6.673 3.462 -2.506 0.36
H 7.032 4.223 -6.373 0.23
H -3.087 5.280 1.293 0.06
H -2.380 -0.152 4.663 -0.02
H -5.290 -2.755 -0.810 0.23
H -3.599 -3.591 -5.233 0.29
H -6.331 0.439 -2.409 0.25
H -2.927 0.949 -1.329 0.34
H 5.075 -3.514 0.404 0.27
H 1.600 -2.367 0.741 0.42
H -0.233 5.730 2.701 0.03
H 3.598 -1.102 2.555 -0.50
H -5.949 1.346 7.210 0.30
H -7.874 0.555 -0.821 0.31
H -6.244 1.214 2.593 0.57
H 7.367 -4.408 5.187 0.48
H 1.927 1.373 -5.086 0.28
H 6.376 2.494 -4.398 0.24
H -2.272 3.173 -0.496 -0.84
H -4.916 3.941 1.045 -0.18
H 3.735 -2.584 4.527 0.12
H -0.404 -0.772 7.252 0.36
H -2.146 1.486 1.677 0.39
H 5.828 -0.348 1.779 0.80
H 1.892 1.948 1.526 -1.70
H -3.865 -4.644 -2.481 0.08
H -1.359 -6.250 -2.535 0.40
H 4.835 6.400 -5.852 0.35
```